Entry 1:
A structure of composition C25H70F6NO17S2V2 in a non-equilibrium geometry, computed with ωB97M-V/def2-TZVPD.

```
! wB97M-V def2-TZVPD RIJCOSX def2/J DEFGRID3
* xyz 1 7
V 11.851 -4.140 -11.442
V 8.895 -5.405 -10.659
C 7.760 -5.982 -7.688
O 7.753 -5.936 -9.098
H 7.566 -4.981 -7.299
H 6.937 -6.646 -7.410
H 8.694 -6.408 -7.313
C 12.195 -6.649 -8.066
F 11.181 -5.893 -7.647
F 13.281 -5.913 -7.889
F 12.255 -7.792 -7.446
S 11.938 -7.041 -9.900
O 12.341 -8.367 -10.186
O 10.544 -6.786 -10.193
N 12.851 -5.874 -10.670
S 14.391 -6.378 -10.712
O 15.241 -5.222 -10.805
O 14.785 -7.305 -9.700
C 14.599 -7.270 -12.349
F 14.834 -6.352 -13.283
F 15.597 -8.121 -12.254
F 13.477 -7.905 -12.651
O 10.267 -5.106 -12.303
H 10.039 -5.753 -12.972
C 9.094 -8.966 -12.863
C 8.115 -7.801 -12.892
O 8.075 -7.108 -11.639
H 10.116 -8.594 -12.789
H 8.953 -9.596 -13.739
H 8.933 -9.585 -11.977
H 7.122 -8.144 -13.192
H 8.394 -7.098 -13.680
H 7.711 -7.675 -10.943
C 12.026 -13.138 -10.314
C 11.269 -12.095 -11.111
O 12.077 -10.983 -11.471
H 12.950 -13.485 -10.779
H 11.410 -14.031 -10.175
H 12.290 -12.732 -9.336
H 10.448 -11.764 -10.455
H 10.750 -12.506 -11.978
H 12.050 -10.341 -10.755
C 14.536 -3.865 -15.190
C 13.192 -3.633 -14.569
O 13.256 -3.706 -13.119
H 14.942 -4.839 -14.927
H 15.302 -3.140 -14.900
H 14.511 -3.805 -16.279
H 12.493 -4.382 -14.929
H 12.857 -2.617 -14.784
H 14.028 -3.253 -12.739
C 18.883 -9.279 -8.584
C 18.203 -7.926 -8.626
O 17.322 -7.832 -7.477
H 19.324 -9.555 -9.544
H 18.118 -10.036 -8.383
H 19.582 -9.436 -7.764
H 17.638 -7.849 -9.559
H 18.871 -7.068 -8.560
H 16.465 -8.169 -7.761
C 15.453 -7.551 -4.346
C 14.901 -6.137 -4.306
O 13.656 -6.080 -3.624
H 15.318 -7.982 -3.352
H 16.528 -7.520 -4.519
H 14.915 -8.188 -5.050
H 14.786 -5.653 -5.288
H 15.629 -5.471 -3.839
H 13.014 -6.690 -4.016
C 17.677 -3.546 -7.818
C 16.655 -4.401 -7.058
O 17.314 -5.226 -6.137
H 17.175 -2.692 -8.285
H 18.244 -4.166 -8.511
H 18.356 -3.033 -7.134
H 16.020 -4.896 -7.804
H 15.989 -3.724 -6.506
H 17.385 -6.076 -6.603
C 17.693 -1.543 -12.250
C 16.445 -2.251 -11.778
O 15.262 -1.755 -12.436
H 18.564 -2.082 -11.867
H 17.777 -0.537 -11.837
H 17.810 -1.557 -13.333
H 16.382 -2.127 -10.691
H 16.494 -3.321 -11.969
H 15.266 -0.795 -12.506
C 13.617 -1.357 -8.522
C 13.777 -2.745 -9.076
O 13.350 -2.861 -10.471
H 12.596 -0.979 -8.560
H 14.292 -0.628 -8.975
H 13.871 -1.420 -7.460
H 13.199 -3.443 -8.467
H 14.789 -3.139 -9.056
H 14.058 -2.422 -10.977
C 12.263 -9.182 -15.630
C 12.711 -8.117 -16.602
O 13.282 -8.720 -17.759
H 11.959 -8.792 -14.653
H 13.061 -9.887 -15.379
H 11.471 -9.818 -16.030
H 13.480 -7.484 -16.136
H 11.927 -7.463 -16.978
H 14.125 -9.137 -17.561
C 16.610 -10.727 -11.178
C 17.130 -11.137 -12.539
O 18.196 -12.047 -12.353
H 17.250 -10.002 -10.679
H 16.568 -11.609 -10.532
H 15.572 -10.394 -11.188
H 17.332 -10.270 -13.179
H 16.288 -11.621 -13.060
H 18.755 -12.055 -13.135
C 10.272 -6.323 -4.565
C 10.506 -7.811 -4.756
O 11.781 -8.214 -4.239
H 9.341 -6.063 -5.064
H 11.138 -5.742 -4.883
H 10.172 -6.093 -3.501
H 10.535 -7.974 -5.839
H 9.669 -8.351 -4.313
H 11.663 -9.137 -3.997
*
```

* expectation value of S²: 12.012
* HOMO (alpha / beta): -11.0 / -11.0 eV
* E: -152699.8934 eV
* LUMO level (alpha / beta): -3.815 / -4.427 eV

---

Entry 2:
A structure of composition C28H29N3O8S4V in a non-equilibrium geometry, computed with ωB97M-V/def2-TZVPD.

```
! wB97M-V def2-TZVPD RIJCOSX def2/J DEFGRID3
* xyz -2 4
V 11.231 7.788 12.556
S 7.024 6.237 12.494
C 8.649 6.573 12.512
S 9.672 6.344 11.205
S 9.492 7.420 13.877
C 14.439 8.803 15.275
C 13.260 8.718 14.404
N 12.755 7.604 14.028
O 13.523 6.519 14.439
C 12.436 9.919 14.107
C 12.651 11.224 14.827
N 11.304 9.671 13.472
O 10.347 10.536 13.452
H 14.186 8.819 16.347
H 14.998 9.694 15.033
H 15.187 8.011 15.121
H 13.276 5.807 13.860
H 12.458 11.037 15.897
H 11.971 11.975 14.495
H 13.673 11.562 14.679
O 11.171 9.239 10.974
S 9.836 9.858 10.647
C 9.540 9.363 8.945
C 8.320 8.787 8.641
C 8.025 8.375 7.335
C 8.976 8.600 6.365
C 10.251 9.166 6.639
C 10.505 9.562 7.952
C 10.313 11.577 10.279
C 11.511 12.018 10.835
C 12.024 13.301 10.597
C 11.285 14.172 9.804
C 10.121 13.741 9.208
C 9.648 12.428 9.451
H 7.595 8.595 9.439
H 7.053 7.989 7.056
H 8.706 8.497 5.326
H 10.924 9.452 5.848
H 11.458 10.003 8.237
H 12.103 11.319 11.440
H 12.933 13.565 11.043
H 11.704 15.101 9.544
H 9.556 14.379 8.544
H 8.793 12.100 8.865
O 14.013 5.371 11.910
C 13.871 6.572 11.563
O 12.768 7.159 11.355
C 15.183 7.427 11.598
C 16.390 6.736 11.706
C 17.548 7.443 11.834
C 17.589 8.798 12.076
C 16.371 9.492 12.080
C 15.166 8.803 11.759
N 16.389 10.817 12.354
O 15.358 11.518 12.221
O 17.488 11.328 12.697
H 16.518 5.687 11.601
H 18.517 6.962 11.843
H 18.511 9.335 12.222
H 14.232 9.374 11.655
C 14.656 9.363 8.084
C 14.669 10.867 8.349
C 14.757 11.441 6.920
O 13.977 10.582 6.121
C 14.098 9.243 6.655
H 13.992 8.868 8.790
H 15.649 8.909 8.182
H 15.511 11.139 8.993
H 13.705 11.140 8.820
H 15.812 11.471 6.560
H 14.333 12.490 6.878
H 14.781 8.645 6.054
H 13.131 8.740 6.592
*
```

* expectation value of S²: 3.790
* HOMO (alpha / beta): -0.1 / -2.8 eV
* E: -119382.9227 eV
* LUMO level (alpha / beta): 4.023 / 4.023 eV

---

Entry 3:
A cluster of 2 separate species, C4H14N2O in total in a non-equilibrium geometry, computed with ωB97M-V/def2-TZVPD.

```
! wB97M-V def2-TZVPD RIJCOSX def2/J DEFGRID3
* xyz 0 1
C 0.404 -0.810 -1.911
N 0.551 -0.355 -0.536
C 1.911 -0.140 -0.114
C -0.394 -0.933 0.413
C -1.212 0.098 1.195
N -2.664 -0.143 1.147
H 1.108 -1.602 -2.185
H -0.591 -1.089 -2.069
H 0.579 0.027 -2.599
H 1.855 0.117 0.935
H 2.265 0.795 -0.537
H 2.636 -0.935 -0.322
H -1.054 -1.677 -0.031
H 0.139 -1.596 1.104
H -0.997 0.074 2.265
H -1.067 1.133 0.893
H -2.990 -0.481 0.254
H -3.061 -0.704 1.884
O 0.994 2.973 0.360
H 1.438 2.739 -0.455
H 0.149 2.509 0.308
*
```

* SMILES: CN(C)CCN.O
* HOMO: -8.3 eV
* E: -9401.5687 eV
* LUMO level: 0.862 eV

---

Entry 4:
A cluster of 2 separate species, C4H12 in total in a non-equilibrium geometry, computed with ωB97M-V/def2-TZVPD.

```
! wB97M-V def2-TZVPD RIJCOSX def2/J DEFGRID3
* xyz 1 2
C -1.384 0.076 2.654
C -0.366 -0.197 1.556
H -0.988 -0.354 3.570
H -1.649 1.127 2.787
H -2.384 -0.314 2.421
H 0.504 -0.745 1.902
H -0.042 0.779 1.159
H -0.838 -0.809 0.758
C 1.027 0.039 -2.826
C 0.780 0.039 -1.349
H 1.228 1.034 -3.315
H 1.831 -0.656 -3.034
H 0.046 -0.100 -3.371
H 1.739 -0.194 -0.868
H 0.500 0.997 -0.910
H -0.003 -0.723 -1.132
*
```

* expectation value of S²: 0.753
* HOMO (alpha / beta): -16.5 / -15.2 eV
* E: -4330.4412 eV
* LUMO level (alpha / beta): -2.968 / -11.538 eV